Entry 1:
C12H44F3FeN22O14S | ωB97M-V/def2-TZVPD

The calculation puts the gap between HOMO and LUMO (alpha / beta) at 2.5 / 5.9 eV. As for the spin multiplicity: 9. Its total charge is +1. Its molar mass is 865.5 g mol⁻¹. Its expectation value of S² is 20.011.

Element x y z (Å)
Fe  1.3631  -1.0536  3.1305
C  1.1500  1.0956  -0.6623
F  2.3603  0.8534  -0.1519
F  1.0349  2.3678  -0.9672
F  1.0399  0.3719  -1.7697
S  -0.1632  0.6089  0.5974
O  -0.4167  1.8268  1.3339
O  -1.2862  0.0490  -0.1173
O  0.5067  -0.3785  1.4655
C  4.9237  0.9642  -4.3376
O  4.3647  0.0220  -4.8627
N  5.5017  1.9865  -5.0581
N  4.8987  1.2350  -2.9925
H  5.9790  2.7502  -4.6169
H  5.6021  1.9175  -6.0537
H  4.3826  0.5572  -2.4623
H  5.1113  2.1539  -2.6571
C  1.2671  -4.2479  1.9706
O  1.1711  -3.0520  2.3180
N  1.1241  -4.5827  0.6759
N  1.5463  -5.2238  2.8664
H  1.5245  -5.4321  0.3117
H  1.1926  -3.7816  0.0494
H  1.6741  -6.1269  2.4445
H  1.8358  -5.0072  3.8010
C  2.6228  -2.6636  -1.8537
O  1.6573  -2.3168  -1.1853
N  2.7358  -2.3543  -3.1814
N  3.7017  -3.3883  -1.4093
H  2.0526  -1.7836  -3.6409
H  3.6521  -2.3151  -3.5977
H  3.8780  -3.5831  -0.4409
H  4.4817  -3.5564  -2.0191
C  -3.9732  3.6374  1.8762
O  -4.5090  2.5468  2.0538
N  -4.5384  4.8079  2.2881
N  -2.7710  3.7532  1.2249
H  -5.4910  4.6742  2.5822
H  -4.1643  5.6966  2.0142
H  -2.4258  4.6984  1.1899
H  -2.1228  2.9993  1.1227
C  -2.9705  -3.8056  1.0364
O  -3.2938  -4.8494  1.5782
N  -3.5739  -3.2863  -0.0735
N  -2.0096  -2.9634  1.5281
H  -4.3793  -3.6817  -0.5195
H  -3.0404  -2.6327  -0.6275
H  -1.6250  -3.0757  2.4472
H  -2.0429  -2.0215  1.1755
C  1.9799  1.9509  4.0836
O  1.7072  0.7283  4.0050
N  2.7985  2.4135  5.0583
N  1.5205  2.8443  3.2093
H  3.2422  1.7019  5.6135
H  2.7488  3.3610  5.3830
H  0.9060  2.6084  2.4399
H  1.6743  3.8332  3.3130
C  -1.7199  -0.5076  4.2290
O  -0.6177  -0.9576  3.8418
N  -2.1732  -0.8032  5.4651
N  -2.4238  0.4037  3.5258
H  -1.5079  -1.2011  6.1032
H  -3.0983  -0.5423  5.7512
H  -2.0790  0.8156  2.6756
H  -3.3664  0.6648  3.7647
C  -2.2609  -1.7583  -3.2347
O  -2.8503  -2.5770  -3.9160
N  -2.7811  -1.1641  -2.1074
N  -0.9990  -1.3302  -3.5567
H  -2.1956  -0.5652  -1.5164
H  -3.7753  -1.1060  -1.9757
H  -0.5341  -0.7178  -2.9125
H  -0.4686  -1.8221  -4.2478
C  -4.7174  2.2530  -1.9987
O  -5.2024  1.9781  -3.0875
N  -5.1179  3.3147  -1.2497
N  -3.6932  1.5157  -1.4443
H  -5.9896  3.7374  -1.5116
H  -4.6692  3.5071  -0.3739
H  -3.4356  1.5544  -0.4746
H  -3.4229  0.7197  -1.9959
C  4.3028  -1.2499  1.7094
O  3.2751  -0.7796  2.2158
N  4.8085  -0.7972  0.5387
N  4.9572  -2.3011  2.2612
H  4.2600  -0.1033  0.0661
H  5.5911  -1.2879  0.1499
H  5.8096  -2.6758  1.8879
H  4.5732  -2.6975  3.1033
C  -1.5063  2.9913  -4.3765
O  -0.4913  3.3758  -5.1256
N  -1.4833  1.7389  -3.8725
N  -2.5153  3.8163  -4.0416
H  -0.7881  1.0820  -4.1845
H  -2.1428  1.4560  -3.1611
H  -2.3709  4.7866  -4.2763
H  -3.2965  3.3827  -3.5772

Forces on atoms 1 to 3 (eV/Å):
-0.066 -0.810 0.434
-0.412 -0.695 -0.277
0.136 0.301 0.245



Entry 2:
C12H46N12O11 | ωB97M-V/def2-TZVPD

The calculation puts the gap between HOMO and LUMO at 7.6 eV. As for the structure (SMILES): NC(N)=O.NC(N)=O.NC(N)=O.NC(N)=O.NC(N)=O.NC(N)=O.CCO.CO.CO.CO.CO. Its energy above the lowest of the compared OMol25 structures with the same formula, charge and spin is 283.7 kJ/mol. Its molar mass is 534.6 g mol⁻¹.

Element x y z (Å)
N  -0.9651  -2.8931  1.5367
C  -1.5821  -3.7151  2.2697
N  -0.8941  -4.8041  2.5257
O  -2.9131  -3.5131  2.5867
H  -1.3961  -1.9981  1.3997
H  -0.0301  -3.0151  1.1827
H  -1.4971  -5.3821  3.0977
H  -0.1031  -4.8091  3.1167
N  -1.1751  1.1709  -4.3063
C  0.0779  1.3529  -4.3833
N  0.5079  2.2149  -3.5503
O  0.8709  0.6329  -5.1883
H  -1.4951  0.4669  -4.9823
H  -1.7301  1.9259  -3.9543
H  1.4009  2.5619  -3.9123
H  -0.0281  2.7159  -2.8523
N  -3.0761  3.6299  -0.5233
C  -2.5211  2.5479  -1.0653
N  -3.4011  1.6359  -1.4963
O  -1.1351  2.4669  -1.3713
H  -2.4731  4.4609  -0.5623
H  -4.0431  3.8499  -0.3923
H  -3.0341  0.9089  -2.2013
H  -4.4221  1.6179  -1.2083
N  3.6879  1.3869  0.7047
C  4.1759  0.6069  -0.2003
N  3.8099  0.9339  -1.4573
O  4.9709  -0.4371  0.2627
H  3.7259  1.0649  1.7247
H  3.0399  2.0979  0.4527
H  4.1969  0.4159  -2.2323
H  2.7949  0.7929  -1.5593
N  -1.4791  -2.0341  -2.3833
C  -2.6851  -1.5811  -2.4363
N  -2.7991  -0.4221  -3.0313
O  -3.7651  -2.2931  -1.9423
H  -1.3411  -2.8941  -1.8453
H  -0.6771  -1.7941  -2.9163
H  -3.7881  -0.1801  -3.3733
H  -1.9961  0.1389  -3.4573
N  3.3809  -0.6711  3.8137
C  2.5319  -1.4361  3.1797
N  2.9169  -1.7261  2.0047
O  1.2949  -1.9021  3.6557
H  3.2409  -0.4421  4.8237
H  4.3969  -0.6541  3.5237
H  2.3409  -2.2821  1.3977
H  3.8029  -1.5421  1.5547
C  -2.7861  -0.2241  2.7177
C  -2.7171  0.3069  1.2467
O  -2.5041  -0.6881  0.3327
H  -2.8391  0.5439  3.4137
H  -1.9991  -0.9131  2.8357
H  -3.7051  -0.7461  2.9837
H  -1.9121  1.0309  1.1957
H  -3.6501  0.8819  1.0487
H  -2.7061  -0.2471  -0.5613
C  0.4649  0.7309  2.7687
O  -0.1081  1.9379  2.5217
H  0.1589  0.3909  3.7127
H  1.5139  0.9519  2.8257
H  0.3769  -0.0401  1.9757
H  0.3989  2.2839  1.8177
C  0.5569  0.1279  -0.5913
O  1.2919  0.2939  -1.8073
H  0.3279  1.0679  -0.1233
H  1.2079  -0.5041  0.0987
H  -0.3301  -0.3401  -0.7233
H  0.9269  0.9679  -2.3803
C  1.1949  3.6629  -0.0043
O  1.9189  3.2969  1.1107
H  1.6399  4.5469  -0.4143
H  0.1959  3.8539  0.3507
H  1.1829  2.9679  -0.8823
H  1.7559  3.8309  1.8797
C  1.7559  -2.9751  -0.7623
O  1.4819  -3.5941  0.4537
H  2.1829  -3.6611  -1.4123
H  2.4039  -2.1121  -0.6273
H  0.7949  -2.5451  -1.2383
H  0.8069  -4.2641  0.2087

Forces on atoms 1 to 3 (eV/Å):
1.426 3.973 -2.504
-8.575 1.467 1.847
-0.451 -4.663 1.949



What is the formula in the first record?
C12H44F3FeN22O14S